Record 1
57
Properties=species:S:1:pos:R:3:forces:R:3 method="wB97M-V/def2-TZVPD" homo_lumo_gap_ev=6.668 de_lowest_ev=0.000 charge=+2
N -0.960042 1.779572 -0.925076 1.275 -0.483 0.603
C -1.951512 2.489237 -0.857437 -5.612 0.515 -0.869
O -3.025182 3.011375 -0.969246 4.248 -1.346 0.877
Ag 0.209703 3.364385 -1.814313 0.841 0.582 -0.539
Nb 0.414916 0.424251 -0.175673 -0.433 0.789 0.490
N 0.996712 1.318678 1.510689 0.620 -1.459 -2.034
N 1.673531 0.069675 -1.708038 -1.066 1.343 2.414
C 0.520205 2.389322 2.425473 -0.302 0.303 0.497
C 1.517407 -0.388148 -3.115097 0.224 -0.991 -0.360
C 0.408912 3.660062 1.598652 0.046 0.429 -0.069
C 1.467675 2.645757 3.609990 0.242 0.174 0.020
C -0.818813 2.002973 3.020360 -0.546 0.027 0.013
C 2.556591 0.220530 -4.065143 -0.149 0.058 -0.129
C 1.746838 -1.905197 -3.136111 -0.057 -0.406 -0.079
C 0.111715 -0.052982 -3.600226 0.379 -0.160 -0.076
H 1.394817 3.952367 1.221499 -0.014 0.122 0.141
H -0.011585 4.468819 2.205321 0.181 -0.054 -0.166
H -0.248581 3.522261 0.735317 -0.131 -0.005 0.221
H 1.623385 1.746327 4.224869 -0.083 0.376 -0.180
H 0.991802 3.400433 4.260572 0.221 -0.325 -0.340
H 2.435092 3.054781 3.285265 -0.190 -0.179 0.176
H -1.584452 1.840267 2.264551 0.085 0.090 0.012
H -1.161422 2.811178 3.676168 0.057 -0.222 -0.048
H -0.736639 1.082499 3.604190 0.028 0.105 0.022
H 2.553140 1.311947 -4.022230 0.205 0.061 -0.010
H 2.262304 -0.059589 -5.083811 0.020 0.076 0.237
H 3.565603 -0.190344 -3.923249 -0.290 0.270 0.044
H 2.705297 -2.187027 -2.674193 -0.227 0.179 -0.188
H 1.758904 -2.236252 -4.184630 0.040 0.012 0.323
H 0.942584 -2.434784 -2.621680 0.260 0.090 -0.167
H -0.645623 -0.579778 -3.005535 0.009 0.284 -0.189
H 0.051789 -0.395771 -4.640897 -0.294 0.093 0.300
H -0.024360 1.035422 -3.593004 -0.215 -0.090 -0.015
C 3.032756 0.421740 -1.273021 0.843 0.048 -0.108
H 3.069237 1.309934 -0.625996 -0.183 -0.249 0.076
H 3.538918 -0.410951 -0.774575 -0.053 0.055 -0.080
H 3.650489 0.708653 -2.125927 -0.150 -0.076 0.106
C 2.328606 0.743576 1.822652 -0.014 0.236 0.099
H 2.361643 0.459838 2.885124 -0.051 -0.152 -0.509
H 2.498587 -0.180808 1.243734 0.080 0.007 0.062
H 3.155268 1.454035 1.629360 -0.367 -0.370 -0.006
O -2.640263 0.355083 1.222564 0.838 -2.174 -0.677
C -2.217686 -0.776541 0.961461 -0.737 2.141 0.899
N -0.962154 -0.983965 0.353767 1.522 0.750 -1.492
S -0.788682 -2.562726 -0.353099 -0.738 0.139 0.065
O -1.061318 -2.486798 -1.776096 0.314 -0.020 1.406
O 0.471902 -3.073650 0.124110 -0.797 0.354 -0.428
C -2.233180 -3.092165 0.514464 -0.372 -1.247 0.060
C -2.766288 -4.378850 0.493327 0.230 -0.202 -0.060
C -3.943620 -4.638878 1.201979 -0.084 0.592 0.094
C -4.584773 -3.591642 1.902411 0.242 -0.303 -0.240
C -4.060938 -2.300187 1.891229 0.309 0.041 -0.303
C -2.868186 -2.061134 1.183052 -0.790 -0.322 0.233
H -2.262578 -5.164388 -0.068191 -0.169 0.100 0.164
H -4.385446 -5.643089 1.198092 0.287 0.495 -0.007
H -5.512556 -3.800667 2.438444 0.330 0.108 -0.143
H -4.560451 -1.478663 2.403806 0.141 -0.212 -0.142


Record 2
56
Properties=species:S:1:pos:R:3:forces:R:3 method="wB97M-V/def2-TZVPD" homo_lumo_gap_ev="6.195 / 6.651" s2=2.009 charge=-1 multiplicity=3
Ni 0.213332 1.251986 -0.156370 0.418 0.755 0.633
N 4.212932 0.580286 0.862830 0.295 0.002 -0.144
C 2.873632 0.784786 0.764630 0.294 -0.232 0.520
O 2.334732 0.796486 -0.331070 0.057 0.511 -0.364
C 2.104132 0.891386 2.057330 -0.495 0.369 -0.049
C 0.787332 1.628386 1.812930 -0.084 0.025 -0.284
H 4.753632 0.552886 0.012530 -0.095 0.027 0.054
H 4.699332 0.743986 1.725730 -0.128 -0.049 0.024
H 2.722432 1.358086 2.840330 0.144 -0.192 -0.110
H 1.886132 -0.134314 2.373430 0.154 -0.020 -0.051
H 0.986932 2.708586 1.809830 -0.101 -0.044 0.019
H 0.084332 1.421786 2.626630 -0.010 -0.026 -0.122
Br 0.478432 6.385786 -0.755570 -0.234 -0.038 0.009
C -1.065668 5.283086 -0.560070 0.742 -0.282 -0.029
C -2.312168 5.861286 -0.441070 -0.690 -0.197 0.056
C -3.430668 5.064386 -0.319970 -0.164 0.755 -0.025
Br -5.147968 5.914286 -0.216870 0.175 -0.045 -0.007
C -3.340668 3.667286 -0.267270 0.259 -0.168 -0.011
C -4.433168 2.782786 -0.178470 0.099 -0.363 0.039
C -4.194868 1.432486 -0.103170 -0.348 0.497 -0.028
C -2.881468 0.966086 -0.087670 0.531 -0.162 -0.034
N -1.839668 1.769286 -0.200470 -0.341 -0.410 -0.061
C -2.042168 3.092186 -0.325470 -0.249 0.369 0.009
C -0.845468 3.887986 -0.546670 -0.252 0.526 0.022
O 0.276632 3.346886 -0.708770 0.401 -0.807 0.067
H -2.415968 6.935786 -0.449770 0.017 0.056 -0.036
H -5.440468 3.178086 -0.180970 0.023 -0.028 0.011
H -5.013068 0.728986 -0.071870 -0.037 -0.071 0.082
H -2.674968 -0.098114 -0.014670 0.068 0.135 -0.041
C 2.554432 -3.563314 -1.285870 -0.492 0.555 0.120
Si 1.392132 -2.220714 -2.040670 0.256 -0.772 -0.993
C 0.282232 -3.222814 -3.265470 0.327 0.370 0.424
C 2.571632 -1.187014 -3.150170 -0.480 -0.029 0.503
As -0.169468 -1.032314 -0.775670 0.093 -0.998 0.114
Si -0.222468 -2.334514 1.148130 -0.447 -0.803 0.608
C 1.331032 -3.018914 2.075430 -0.286 0.452 -0.523
C -1.197468 -3.940814 0.711930 0.295 0.584 0.089
C -1.235668 -1.473514 2.535230 0.313 -0.031 -0.619
H 3.079632 -4.120514 -2.058170 -0.017 0.043 -0.299
H 1.987532 -4.279114 -0.698170 -0.103 -0.155 0.132
H 3.303532 -3.117114 -0.636770 0.110 0.093 0.154
H 0.843732 -3.821314 -3.979070 0.228 -0.089 -0.112
H -0.357568 -2.539914 -3.822070 -0.075 0.099 -0.038
H -0.372068 -3.889614 -2.706570 -0.095 -0.060 0.111
H 2.978832 -1.751614 -3.986770 -0.066 -0.268 -0.044
H 3.404832 -0.805114 -2.568270 0.122 0.108 0.166
H 2.045132 -0.327514 -3.552470 -0.098 0.220 -0.100
H 2.037932 -3.468414 1.387930 0.142 -0.099 -0.143
H 1.041732 -3.782814 2.793130 -0.232 -0.109 0.112
H 1.861632 -2.242514 2.620130 0.054 0.152 0.075
H -0.602768 -4.582114 0.068230 0.158 -0.148 -0.176
H -2.109868 -3.700114 0.172530 -0.118 0.100 -0.084
H -1.465968 -4.509614 1.596930 -0.001 -0.134 0.281
H -0.592668 -0.852814 3.150130 0.183 0.170 0.094
H -1.737868 -2.181214 3.188430 -0.035 -0.278 0.049
H -1.987668 -0.817514 2.108030 -0.183 0.134 -0.049


Record 3
69
Properties=species:S:1:pos:R:3:forces:R:3 method="wB97M-V/def2-TZVPD" homo_lumo_gap_ev="5.925 / 6.783" de_lowest_ev=0.000 s2=3.764 charge=-1 multiplicity=4
V -0.966971 0.067062 0.655783 -0.308 -0.112 0.450
N -3.446607 2.625005 3.408384 0.190 0.021 0.115
C -2.737145 1.550862 2.913967 -0.102 0.088 -0.136
S -3.497965 0.513266 1.772528 -0.176 -0.237 -0.204
N -1.536883 1.346834 3.395221 -0.357 0.029 0.176
N -1.030848 0.247681 2.765118 0.878 -0.224 -0.215
C -0.659048 -0.756837 3.466872 -0.096 0.274 0.265
C -0.265613 -1.937252 2.738134 0.049 -0.386 0.246
C 0.074657 -3.134717 3.374386 0.057 0.214 0.104
C 0.444619 -4.227320 2.620071 -0.029 0.063 0.031
C 0.475949 -4.088760 1.238065 0.042 -0.079 -0.199
C 0.102974 -2.884572 0.678900 -0.020 -0.076 -0.175
N -0.292736 -1.827692 1.395488 -0.001 0.050 -0.043
H -4.209228 2.914518 2.820485 0.017 0.006 -0.044
H -2.862674 3.369982 3.759114 -0.050 0.011 0.010
H -0.711466 -0.735015 4.552116 -0.085 -0.077 0.004
H 0.044658 -3.175075 4.455765 0.009 -0.019 0.000
H 0.708448 -5.165187 3.089942 0.009 -0.004 0.021
H 0.780668 -4.902381 0.594514 -0.012 0.017 -0.018
H 0.129944 -2.731279 -0.390397 0.024 -0.127 -0.056
C 2.686819 -0.015783 -0.247700 0.023 0.132 -0.097
C 2.894051 -0.693641 1.105846 0.038 0.087 -0.015
N 2.143488 -0.072808 2.170125 -0.084 -0.066 0.065
C 2.642186 1.108521 2.827271 0.075 0.044 0.039
C 2.616202 2.401383 2.008437 0.093 0.047 -0.084
S 1.022708 2.786911 1.222581 -0.127 0.011 0.202
C 1.462083 2.807958 -0.530822 0.096 -0.026 -0.072
C 1.188544 1.539809 -1.351912 -0.007 -0.021 -0.234
N 1.297150 0.308521 -0.586020 -0.249 -0.353 0.455
H 3.133757 -0.642701 -1.029859 0.027 -0.010 0.036
H 3.253252 0.916418 -0.252121 -0.017 0.016 -0.027
H 3.981234 -0.705120 1.304051 -0.011 -0.027 -0.030
H 2.579791 -1.736905 1.038154 -0.054 0.005 0.026
H 1.861538 -0.752893 2.855429 0.002 -0.021 0.017
H 3.680331 0.989842 3.194733 -0.017 -0.012 -0.019
H 2.010563 1.260338 3.706511 -0.002 -0.003 -0.010
H 3.391358 2.401930 1.241158 -0.019 -0.044 -0.009
H 2.872737 3.212649 2.694170 -0.037 0.023 -0.026
H 2.515406 3.090786 -0.584846 -0.002 0.000 -0.019
H 0.906698 3.626327 -0.991098 -0.041 0.011 0.071
H 1.886198 1.557808 -2.203851 0.019 -0.094 0.021
H 0.182254 1.563053 -1.753646 -0.039 0.082 0.007
H 0.899764 -0.451718 -1.126917 0.225 0.028 -0.267
C -2.450275 3.789001 -0.237275 0.016 0.068 -0.111
C -2.080643 2.546008 -1.055061 -0.177 -0.088 0.177
C -3.321888 1.960421 -1.732262 0.007 0.216 -0.146
O -1.468077 1.619420 -0.254016 0.310 0.778 -0.371
H -2.751717 4.628146 -0.873603 -0.021 -0.049 -0.017
H -1.598218 4.100250 0.370419 0.013 -0.003 0.000
H -3.277654 3.543733 0.432444 0.017 -0.025 0.043
H -1.371348 2.855630 -1.853059 -0.110 0.131 -0.046
H -4.030478 1.641674 -0.966554 0.021 -0.043 0.027
H -3.054658 1.103302 -2.349913 0.013 -0.027 0.025
H -3.807726 2.708112 -2.369675 0.013 -0.025 0.002
F -2.902135 -3.503134 -3.303229 0.003 0.043 -0.061
C -2.021993 -3.236796 -2.345823 -0.006 -0.074 0.033
F -1.169148 -4.262674 -2.262162 0.010 0.024 0.028
F -2.676041 -3.153568 -1.186111 0.001 0.020 0.006
S -1.119177 -1.621057 -2.690344 -0.342 -0.230 -0.119
O -1.347242 -0.854916 -1.494437 -0.035 -0.010 0.242
O -1.662075 -1.147773 -3.921352 -0.035 0.097 -0.135
N 0.398402 -2.002367 -2.704315 0.174 0.072 0.441
S 1.133949 -2.600865 -3.963475 0.181 0.089 -0.381
O 2.429184 -3.049276 -3.555455 0.048 -0.006 0.038
O 0.308624 -3.435902 -4.780116 -0.053 -0.146 -0.069
C 1.473500 -1.083934 -5.027562 0.060 0.013 0.013
F 2.772987 -1.024584 -5.340211 0.011 -0.050 0.017
F 1.157636 0.044852 -4.389585 0.019 0.008 0.023
F 0.783368 -1.133507 -6.161397 -0.071 -0.022 -0.019


Record 4
53
Properties=species:S:1:pos:R:3:forces:R:3 method="wB97M-V/def2-TZVPD" homo_lumo_gap_ev=7.038 charge=-1
C -1.300750 -5.264465 0.976403 0.627 0.360 -0.274
C -1.010554 -3.832901 0.630502 -0.104 -0.389 0.046
C -1.831021 -3.009218 -0.100299 -0.371 0.226 0.043
S -3.377710 -3.586226 -0.748128 0.310 0.709 -1.440
C -1.459601 -1.619511 -0.412721 0.004 -0.461 -0.052
C -2.363757 -0.717229 -1.206243 -0.562 0.363 -0.029
C -2.979363 0.430349 -0.363535 0.661 -0.040 0.169
C -2.243450 1.780163 -0.446656 -0.174 -0.311 0.565
C -3.156724 2.986036 -0.340775 0.670 0.609 -0.298
O -2.478545 4.127453 -0.914365 -0.073 -0.019 -0.113
C -0.276558 -1.139049 0.029574 0.175 0.144 0.054
O 0.153456 0.141914 -0.255053 0.164 -0.357 -0.063
C 1.043049 0.159354 -1.364789 -0.052 0.493 0.079
C 1.843443 1.459101 -1.369507 0.633 -0.657 -0.838
C 2.448148 1.577281 -2.791735 -0.189 -0.208 0.126
C 2.991166 1.392593 -0.335903 -0.003 1.061 -0.311
C 2.894065 2.321165 0.892139 -0.213 -1.132 0.697
C 1.474718 2.464948 1.487888 0.283 0.819 -0.067
C 3.810182 1.734888 1.986398 0.146 0.507 0.149
C 0.577414 -1.954232 0.821515 0.211 0.528 -0.065
N 1.744319 -1.556524 1.330500 0.029 -0.331 0.144
S 2.309081 -2.839822 2.135131 0.204 0.064 -0.007
N 1.146926 -3.911055 1.861173 -0.062 -0.119 0.123
C 0.220469 -3.297963 1.121134 -0.264 0.334 -0.259
H -1.947397 -5.725903 0.241586 -0.316 0.023 0.116
H -0.339391 -5.782858 0.993411 -0.049 -0.154 0.152
H -1.757508 -5.291698 1.961783 -0.265 -0.278 -0.037
H -4.077330 -3.988110 0.435494 0.504 -1.476 1.485
H -1.852629 -0.320975 -2.086475 0.156 0.122 0.070
H -3.205854 -1.288595 -1.577159 0.134 -0.313 -0.061
H -2.925350 0.089803 0.670978 -0.362 0.031 0.097
H -4.035063 0.553425 -0.608469 -0.028 -0.016 -0.143
H -1.621243 1.846043 -1.337799 -0.225 0.114 -0.238
H -1.552131 1.827497 0.392885 0.213 0.078 -0.109
H -3.351653 3.237610 0.702061 -0.391 -0.320 0.074
H -4.090499 2.851441 -0.888197 -0.096 -0.087 0.067
H -2.405463 4.813771 -0.250449 -0.014 0.014 0.032
H 0.471504 0.044278 -2.290993 -0.155 0.055 0.014
H 1.757444 -0.668804 -1.323228 -0.083 -0.143 0.121
H 1.187054 2.315561 -1.225542 -0.120 -0.040 0.225
H 2.558909 2.616627 -3.094017 0.132 0.039 -0.028
H 1.820904 1.064991 -3.521782 -0.121 0.220 -0.142
H 3.417242 1.082019 -2.843805 0.106 0.062 0.021
H 3.172398 0.361364 -0.039496 -0.303 -0.083 0.185
H 3.897837 1.695497 -0.867766 0.136 -0.033 0.085
H 3.286337 3.305813 0.638396 -0.151 0.083 -0.198
H 1.302066 3.523533 1.703949 -0.066 0.033 0.054
H 1.409521 1.961711 2.448965 -0.216 -0.339 -0.110
H 0.673668 2.154075 0.828811 -0.008 -0.245 0.047
H 3.760672 0.647755 1.997285 0.024 -0.069 -0.079
H 4.843350 2.066665 1.867429 0.115 -0.236 -0.111
H 3.497367 2.062667 2.978912 0.021 0.149 0.023
F -4.073161 -4.902249 1.470578 -0.620 0.616 0.006